No. 1
6
Properties=species:S:1:pos:R:3:forces:R:3:mulliken_charge:R:1 method="wB97M-V/def2-TZVPD" e_above_lowest_kj_mol=218.6 spin_multiplicity=1 e_homo_ha="-0.3617 / -0.3438" largest_force_ev_per_a=2.10
N -1.215498 0.303544 0.287011 -1.3 -1.2 -1.1 0.777
O -1.171659 1.193503 1.051216 -0.1 0.6 -0.4 -0.377
O -1.597225 0.105523 -0.849495 0.4 1.0 1.6 -0.404
O 0.847981 -0.563923 0.086798 1.6 0.5 0.4 -0.399
S 2.270591 0.263903 -0.059666 -0.5 -0.3 0.1 0.034
H 0.865812 -1.302550 -0.515862 0.0 -0.6 -0.5 0.369

***

No. 2
13
Properties=species:S:1:pos:R:3:forces:R:3:mulliken_charge:R:1 method="wB97M-V/def2-TZVPD" e_above_lowest_kj_mol=0.0 spin_multiplicity=1 charge=-2 e_homo_ha=-0.0338 largest_force_ev_per_a=12.04
Zr 0.270036 -0.048039 -0.038034 0.6 0.8 -0.3 1.874
C 0.959000 1.257583 -2.133626 -1.2 -7.4 9.4 0.708
O 0.181755 1.812648 -1.242451 -7.7 7.2 -0.3 -0.709
O 0.526924 0.035461 -2.309460 -3.6 -3.0 -7.2 -0.660
O 1.842431 0.967358 -1.261087 11.7 1.4 0.7 -0.568
C -2.415222 -0.004852 0.328605 -0.3 1.8 -0.4 0.910
O -1.544432 0.670508 0.976652 1.9 2.6 3.0 -0.725
O -3.631069 0.207294 0.343471 0.1 -1.0 0.1 -0.773
O -1.714734 -0.745797 -0.445506 0.4 -3.7 -3.1 -0.754
C 1.655940 -1.296372 1.772885 -5.6 4.6 -7.4 0.560
O 1.565790 0.025880 1.775242 4.3 8.1 5.0 -0.678
O 1.894596 -1.426877 0.487334 6.3 -4.9 -5.1 -0.700
O 0.408985 -1.454795 1.745974 -6.9 -6.6 5.5 -0.486

***

No. 3
20
Properties=species:S:1:pos:R:3:forces:R:3:mulliken_charge:R:1 method="wB97M-V/def2-TZVPD" e_above_lowest_kj_mol=349.1 spin_multiplicity=1 charge=+2 e_homo_ha=-0.6472 largest_force_ev_per_a=5.45
C -0.206827 2.000020 -0.508732 -0.1 -2.5 0.2 -0.549
C -0.015718 0.964850 0.672751 0.9 0.8 -2.3 -0.611
C -0.803717 -0.227931 0.679144 1.2 -5.3 0.0 -0.494
N -0.693304 -3.543163 0.102692 -2.2 -1.8 -2.2 -0.326
C 0.234083 -2.868497 -0.551303 -0.3 0.8 0.8 0.115
N 0.516504 -1.609967 -0.185054 -2.4 -1.2 -0.4 -0.416
N 0.729574 3.105373 -0.207692 3.5 -0.5 0.7 -0.327
H 0.000755 1.425624 -1.469481 0.4 1.2 1.1 0.349
H -1.204349 2.401857 -0.652196 -0.1 0.1 0.4 0.357
H 1.010317 0.593708 0.621570 0.2 0.3 0.0 0.443
H -0.077729 1.361213 1.626250 -0.4 1.4 2.0 0.505
H -1.636926 -0.341132 -0.021890 0.1 -0.2 0.4 0.326
H -0.715431 -0.976870 1.566825 -0.8 2.2 -1.3 0.388
H -1.194461 -4.302235 -0.452494 1.2 0.9 1.2 0.315
H -1.321000 -3.147723 0.798322 0.5 0.2 -0.1 0.222
H 0.753111 -3.456205 -1.379426 -0.3 1.0 1.2 0.344
H 1.492581 -1.528674 -0.253740 1.7 1.4 -0.4 0.194
H 0.330016 3.864552 0.348725 -0.1 -0.1 0.1 0.375
H 1.127887 3.521236 -1.044023 -0.2 0.4 -0.5 0.366
H 1.674636 2.763965 0.309750 -2.8 0.8 -1.1 0.425